Computed, not measured: an isolated molecule of C3H7NOS at a distorted geometry, with ωB97M-V with the def2-TZVPD basis set.

As for the structure (SMILES): C=NSCOC. As for the relative energy (zero: lowest compared OMol25 entry of this formula, charge and spin): 243.41 kJ/mol. The LUMO energy comes out at 0.79 eV. The HOMO energy comes out at -8.76 eV.

Positions of all 13 atoms, in Å:
C 0.252 -0.365 2.226
C -1.204 0.399 0.540
C 1.841 0.373 -1.902
H 0.275 -0.964 3.146
H 0.970 -0.911 1.576
H 0.535 0.674 2.415
H -0.706 1.394 0.672
H -2.289 0.507 0.362
H 1.821 -0.533 -2.458
H 2.565 1.133 -2.203
N 1.005 0.610 -0.961
O -1.026 -0.396 1.659
S -0.458 -0.303 -0.953

***

Computed, not measured: a structure of composition C12H20KN6O2, with ωB97M-V with the def2-TZVPD basis set.

As for the relative energy (zero: lowest compared OMol25 entry of this formula, charge and spin): 0.45 kJ/mol. The LUMO energy comes out at -2.45 eV. The HOMO energy comes out at -11.93 eV. The charge is +1.

Positions of all 41 atoms, in Å:
K -0.364 -0.485 0.527
C 1.009 3.024 -0.973
C 1.255 2.186 0.253
C 0.496 2.392 1.406
C 0.738 1.670 2.569
C -0.079 1.914 3.810
C 1.746 0.703 2.558
C 2.500 0.452 1.418
C 3.572 -0.603 1.414
C 2.245 1.210 0.272
H 1.679 2.746 -1.786
H 1.173 4.081 -0.757
H -0.023 2.926 -1.320
H -0.275 3.155 1.407
H -0.240 2.980 3.967
H 0.412 1.504 4.690
H -1.062 1.444 3.727
H 1.960 0.154 3.469
H 4.451 -0.269 0.863
H 3.218 -1.520 0.937
H 3.882 -0.856 2.427
H 2.855 1.050 -0.611
N -0.367 0.000 -2.687
N -1.641 0.260 -3.196
C -2.740 0.192 -2.397
N -3.915 0.399 -2.985
N -2.492 -0.077 -1.123
N -3.522 -0.095 -0.226
O -3.152 -0.267 0.928
O -4.694 0.038 -0.544
H 0.265 0.738 -2.968
H -0.021 -0.890 -3.027
H -1.776 0.262 -4.195
H -3.970 0.697 -3.943
H -4.738 0.373 -2.400
C 0.296 -5.741 -0.257
C 0.215 -4.288 -0.240
N 0.152 -3.143 -0.227
H 0.581 -6.079 -1.251
H -0.672 -6.163 0.006
H 1.042 -6.071 0.464

***

Computed, not measured: a structure of composition C41H43BCl5N10O2S2Ta at a distorted geometry, with ωB97M-V with the def2-TZVPD basis set.

As for the relative energy (zero: lowest compared OMol25 entry of this formula, charge and spin): 102.25 kJ/mol. The LUMO energy comes out at -6.63 eV. The HOMO energy comes out at -12.48 eV. The charge is +2.

Positions of all 105 atoms, in Å:
Ta -0.661 0.657 -0.415
C 2.601 0.652 -2.603
C 1.974 1.884 -2.046
C 2.431 3.144 -2.371
C 1.610 4.049 -1.721
C 1.685 5.536 -1.760
N 0.705 3.360 -1.021
N 0.889 1.996 -1.218
B -0.438 3.968 -0.185
N -0.380 3.459 1.242
N -0.978 2.259 1.507
C -1.067 2.176 2.846
C -1.718 1.080 3.617
C -0.509 3.319 3.423
C -0.089 4.114 2.379
C 0.543 5.464 2.393
N -1.799 3.498 -0.756
N -2.036 2.183 -1.023
C -3.279 2.117 -1.557
C -3.743 0.818 -2.092
C -3.844 3.367 -1.593
C -2.868 4.227 -1.081
C -2.938 5.703 -0.906
H 2.305 0.547 -3.649
H 3.682 0.779 -2.575
H 2.369 -0.256 -2.065
H 3.272 3.372 -3.004
H 2.555 5.836 -2.340
H 0.798 5.963 -2.228
H 1.771 5.959 -0.760
H -0.371 5.152 -0.242
H -2.424 0.506 3.029
H -0.982 0.402 4.053
H -2.268 1.523 4.448
H -0.460 3.548 4.475
H 0.717 5.779 3.419
H 1.501 5.459 1.871
H -0.097 6.206 1.914
H -2.813 -0.957 -2.150
H -4.680 0.495 -1.635
H -3.869 0.887 -3.174
H -4.816 3.640 -1.967
H -3.932 6.055 -1.172
H -2.734 5.983 0.126
H -2.211 6.207 -1.543
C -4.759 -6.272 -1.456
C -4.396 -4.916 -0.923
C -3.237 -4.265 -1.341
C -2.911 -3.006 -0.861
C -3.748 -2.384 0.056
C -4.905 -3.018 0.496
C -5.216 -4.275 0.004
S -3.493 -0.723 0.697
O -2.677 -0.074 -1.781
O -3.910 -0.779 2.099
N -1.706 -0.696 0.651
C -1.071 -1.371 1.720
C -1.540 -2.438 2.444
C -0.776 -2.963 3.507
C 0.428 -2.420 3.857
C 0.940 -1.323 3.124
C 2.119 -0.624 3.468
C 2.500 0.465 2.739
C 1.758 0.826 1.610
N 0.641 0.198 1.261
C 0.194 -0.843 2.042
H -3.922 -6.733 -1.976
H -5.590 -6.192 -2.159
H -5.076 -6.936 -0.652
H -2.568 -4.757 -2.036
H -1.972 -2.552 -1.152
H -5.543 -2.541 1.229
H -6.115 -4.770 0.351
H -2.502 -2.875 2.228
H -1.175 -3.798 4.066
H 0.989 -2.806 4.698
H 2.702 -0.951 4.320
H 3.391 1.027 2.975
H 2.063 1.660 0.993
C 7.056 -1.621 -0.041
N 5.980 -2.356 0.584
C 6.235 -3.580 1.338
C 4.820 -4.077 1.667
N 4.016 -2.886 1.394
C 4.699 -1.990 0.632
S 3.999 -0.647 -0.096
H 7.859 -1.456 0.679
H 6.674 -0.663 -0.382
H 7.454 -2.176 -0.892
H 6.818 -3.356 2.234
H 6.797 -4.290 0.732
H 4.725 -4.389 2.705
H 4.526 -4.908 1.022
H 3.019 -2.935 1.268
Cl -0.837 1.442 -3.806
C -0.298 -0.177 -3.489
C -0.114 -0.618 -2.169
C 0.407 -1.911 -2.050
Cl 0.758 -2.541 -0.479
C 0.705 -2.731 -3.138
Cl 1.340 -4.304 -2.906
C 0.481 -2.256 -4.427
Cl 0.840 -3.232 -5.778
C -0.022 -0.964 -4.603
Cl -0.261 -0.364 -6.189